Formula: C18H22N2O3S2
Source: the OMol25 dataset
Level of theory: ωB97M-V with the def2-TZVPD basis set

energy above the lowest of the compared OMol25 structures with the same formula, charge and spin = 0.000 eV
E = -49816.983 eV
HOMO level = -0.3071 Ha
SMILES = Cc1ccc(CSCCNC(=O)c2ccc(NS(C)(=O)=O)cc2)cc1

CARTESIAN COORDINATES (ANGSTROEM)
1 S -5.563 -0.713 -2.243
2 S 3.390 -0.362 4.279
3 O -5.834 -1.300 -0.970
4 O 1.833 -0.115 -0.700
5 O -6.462 -0.952 -3.328
6 N 0.992 -1.200 1.096
7 N -4.074 -1.221 -2.805
8 C 3.061 2.637 0.500
9 C -2.867 -1.081 -2.140
10 C 5.020 1.283 0.343
11 C -0.431 -0.822 -0.797
12 C 3.920 1.371 3.949
13 C -1.632 -0.819 -0.093
14 C 3.996 1.655 2.489
15 C 2.185 -1.123 1.903
16 C -5.344 1.070 -2.031
17 C 4.020 2.200 -1.770
18 C -0.468 -0.941 -2.184
19 C -1.667 -1.076 -2.851
20 C 0.902 -0.666 -0.145
21 C 1.891 -0.470 3.250
22 C 4.997 1.085 1.710
23 C -2.839 -0.943 -0.753
24 C 4.046 2.051 -0.284
25 C 3.033 2.441 1.868
26 H 0.211 -1.716 1.470
27 H 2.298 3.241 0.031
28 H 2.909 -0.532 1.339
29 H -4.474 1.238 -1.410
30 H -5.222 1.510 -3.012
31 H 2.598 -2.125 2.069
32 H 0.464 -0.926 -2.727
33 H 5.747 0.468 2.184
34 H 2.255 2.906 2.460
35 H -1.685 -1.181 -3.926
36 H -1.638 -0.691 0.980
37 H -3.766 -0.960 -0.205
38 H -4.037 -1.305 -3.808
39 H 4.893 1.439 4.433
40 H 1.176 -1.068 3.818
41 H 3.212 2.026 4.457
42 H -6.235 1.451 -1.551
43 H 1.498 0.537 3.119
44 H 5.797 0.822 -0.249
45 H 3.676 3.191 -2.060
46 H 3.324 1.465 -2.174
47 H 5.002 2.021 -2.202

So, what does the Löwdin scheme give us? The charges, in e, come out as: 0.5966 0.8547 -0.2900 0.0729 -0.2956 0.0698 -0.0664 -0.0448 -0.2923 -0.0379 -0.1387 -0.4236 -0.0177 -0.3335 -0.2343 -0.1100 -0.0486 -0.0074 -0.0094 -0.4392 -0.4667 -0.0548 -0.0282 -0.2895 -0.0527 0.1330 0.1148 0.1001 0.0560 0.0668 0.1214 0.1209 0.1158 0.1118 0.1135 0.1141 0.0952 0.1227 0.0759 0.0674 0.0759 0.0688 0.0741 0.1123 0.0780 0.0728 0.0758



Formula: C21H16Co2O9
Source: the OMol25 dataset
Level of theory: ωB97M-V with the def2-TZVPD basis set

energy above the lowest of the compared OMol25 structures with the same formula, charge and spin = 0.202 eV
total charge = -2
E = -115715.799 eV
HOMO level = -0.0266 Ha

CARTESIAN COORDINATES (ANGSTROEM)
1 Co -0.318 -2.269 1.438
2 Co -0.027 -0.058 0.364
3 O -0.062 -0.746 -2.474
4 O 1.577 2.323 0.394
5 O -2.138 1.441 1.693
6 O -0.952 2.544 -2.868
7 O -2.623 0.717 -4.209
8 O -1.965 2.948 -0.894
9 O -0.401 -4.939 2.636
10 O -2.765 -1.461 2.856
11 O -1.561 -3.209 -1.056
12 C 1.182 -1.241 3.795
13 C 2.944 -1.339 -0.612
14 C -1.850 5.000 0.258
15 C 0.781 -1.509 2.555
16 C -1.371 4.265 -0.969
17 C -1.733 2.170 -2.001
18 C 4.275 -1.295 -1.029
19 C -2.902 0.288 -3.084
20 C -0.213 -0.418 -1.366
21 C 1.207 -1.351 1.205
22 C 4.969 -1.838 1.221
23 C -2.459 0.923 -1.884
24 C -1.020 -2.723 -0.151
25 C 5.302 -1.572 -0.118
26 C 2.595 -1.505 0.746
27 C -3.718 -0.968 -2.857
28 C -1.804 -1.715 2.262
29 C -0.269 -3.897 2.144
30 C -1.361 0.806 1.114
31 C 0.943 1.351 0.384
32 C 3.635 -1.842 1.648
33 H -3.090 -1.772 -2.442
34 H 2.157 -0.793 3.971
35 H -1.684 4.790 -1.884
36 H -1.654 4.403 1.160
37 H 6.340 -1.628 -0.456
38 H 0.526 -1.449 4.642
39 H -0.279 4.153 -0.968
40 H 3.384 -2.095 2.685
41 H 5.748 -2.063 1.950
42 H -4.125 -1.307 -3.813
43 H -3.021 0.756 -0.971
44 H 4.487 -1.044 -2.073
45 H -1.337 5.964 0.343
46 H 2.125 -1.207 -1.321
47 H -2.931 5.190 0.187
48 H -4.541 -0.783 -2.151

So, what does the Löwdin scheme give us? The charges, in e, come out as: 0.0617 0.0892 0.0984 0.0877 0.0865 0.0371 -0.0393 -0.0762 0.0955 0.1184 0.1049 -0.0464 -0.0360 -0.0933 -0.3883 -0.2523 -0.5381 -0.1032 -0.5568 -0.1720 -0.3113 -0.1211 -0.0914 -0.1261 -0.1378 -0.1946 -0.0499 -0.1196 -0.1056 -0.1950 -0.1742 -0.0379 0.0516 0.0317 0.1166 0.0721 0.0790 0.0258 0.1115 0.0911 0.0819 0.0599 0.0830 0.0941 0.0619 0.0883 0.0712 0.0673



Q: Which of these has the highest E?
A: C18H22N2O3S2